1.
{
  "formula": "C23H52InO4P4",
  "method": "the ωB97M-V functional and the def2-TZVPD basis",
  "symbols": ["In", "P", "P", "P", "H", "C", "C", "H", "C", "C", "C", "C", "C", "C", "C", "C", "C", "H", "H", "H", "H", "H", "H", "H", "H", "H", "H", "H", "H", "H", "H", "H", "H", "H", "H", "H", "H", "H", "H", "H", "H", "H", "H", "H", "H", "H", "C", "C", "C", "C", "C", "C", "O", "H", "H", "H", "H", "H", "H", "C", "C", "O", "P", "O", "C", "C", "O", "C", "C", "H", "H", "H", "H", "H", "H", "H", "H", "H", "H", "H", "H", "H", "H", "H"],
  "positions_angstrom": [[-0.103, 0.250, -0.571], [-1.551, -2.022, -0.180], [1.700, -1.345, 1.616], [1.786, -2.448, -1.753], [-0.118, 3.608, -1.768], [-0.610, 3.141, -2.649], [-1.833, 2.590, -2.723], [-2.695, 2.591, -2.016], [-3.160, -1.450, 0.450], [-1.134, -3.387, 0.963], [-2.028, -2.906, -1.708], [3.271, -0.369, 1.584], [1.060, -0.946, 3.282], [2.356, -3.023, 2.016], [1.663, -2.709, -3.572], [2.266, -4.183, -1.339], [3.443, -1.640, -1.755], [-0.079, 3.238, -3.610], [-2.034, 2.232, -3.739], [-3.324, -0.400, 0.170], [-3.170, -1.532, 1.544], [-3.944, -2.086, 0.015], [-0.991, -3.019, 1.986], [-0.220, -3.903, 0.650], [-1.956, -4.117, 0.970], [-2.078, -2.189, -2.538], [-3.018, -3.359, -1.543], [-1.295, -3.691, -1.941], [3.768, -0.414, 2.567], [3.012, 0.672, 1.338], [3.934, -0.759, 0.796], [1.886, -0.613, 3.921], [0.590, -1.837, 3.719], [0.298, -0.160, 3.183], [3.266, -2.962, 2.631], [2.574, -3.565, 1.090], [1.578, -3.575, 2.560], [2.281, -3.572, -3.859], [1.985, -1.814, -4.123], [0.609, -2.920, -3.803], [2.435, -4.776, -2.248], [1.435, -4.648, -0.795], [3.170, -4.204, -0.721], [3.937, -1.808, -2.724], [4.051, -2.036, -0.930], [3.294, -0.564, -1.617], [0.392, 0.184, -3.889], [1.616, 0.909, -3.997], [2.091, 1.257, -5.255], [1.425, 0.808, -6.393], [0.305, -0.019, -6.305], [-0.221, -0.326, -5.067], [-0.298, 0.059, -2.785], [1.575, 0.883, -0.960], [2.008, 1.375, -3.097], [2.987, 1.882, -5.356], [1.858, 1.034, -7.372], [-0.139, -0.460, -7.196], [-1.103, -0.923, -4.875], [-2.494, 0.819, 5.383], [-2.891, 0.267, 4.037], [-1.985, 0.714, 2.972], [-2.317, 2.151, 2.262], [-1.881, 3.229, 3.376], [-0.550, 3.260, 3.991], [-0.771, 4.021, 5.270], [-1.021, 2.100, 1.181], [-0.601, 3.434, 0.615], [-1.781, 4.249, 0.147], [-1.456, 0.563, 5.606], [-3.106, 0.396, 6.184], [-2.618, 1.902, 5.431], [-2.850, -0.828, 4.061], [-3.914, 0.571, 3.771], [-0.197, 2.237, 4.171], [0.138, 3.760, 3.292], [-1.225, 3.383, 6.044], [0.196, 4.354, 5.650], [-1.413, 4.891, 5.078], [0.005, 3.968, 1.359], [0.099, 3.137, -0.175], [-2.417, 4.502, 1.012], [-1.493, 5.198, -0.334], [-2.263, 3.690, -0.663]],
  "lowdin_charge": [0.74, 0.77, 0.86, 0.87, 0.05, -0.06, -0.04, 0.08, -0.23, -0.22, -0.22, -0.23, -0.22, -0.22, -0.24, -0.25, -0.25, 0.08, 0.07, 0.05, 0.05, 0.07, 0.05, 0.03, 0.09, 0.05, 0.08, 0.06, 0.08, 0.05, 0.04, 0.08, 0.06, 0.02, 0.09, 0.01, 0.06, 0.07, 0.04, 0.05, 0.06, 0.03, 0.05, 0.08, 0.05, 0.01, -0.41, -0.01, -0.01, 0.02, 0.00, 0.03, -0.22, 0.03, 0.10, 0.14, 0.14, 0.14, 0.13, -0.07, -0.27, -0.39, 0.89, -0.31, -0.25, -0.06, -0.44, -0.26, -0.08, 0.08, 0.10, 0.06, 0.11, 0.12, 0.10, 0.10, 0.08, 0.09, 0.10, 0.11, 0.05, 0.08, 0.12, 0.04],
  "relative_energy_ev": 0.787,
  "homo_energy_ev": [-16.346, -16.343],
  "charge": 3,
  "e_tot_ev": -75184.4792,
  "largest_force_ev_per_a": 3.23,
  "e_lumo_ev": [-10.76, -12.69]
}

=====

2.
{
  "formula": "C23H52IrO4P4",
  "method": "the ωB97M-V functional and the def2-TZVPD basis",
  "symbols": ["Ir", "P", "P", "P", "H", "C", "C", "H", "C", "C", "C", "C", "C", "C", "C", "C", "C", "H", "H", "H", "H", "H", "H", "H", "H", "H", "H", "H", "H", "H", "H", "H", "H", "H", "H", "H", "H", "H", "H", "H", "H", "H", "H", "H", "H", "H", "C", "C", "C", "C", "C", "C", "O", "H", "H", "H", "H", "H", "H", "C", "C", "O", "P", "O", "C", "C", "O", "C", "C", "H", "H", "H", "H", "H", "H", "H", "H", "H", "H", "H", "H", "H", "H", "H"],
  "positions_angstrom": [[-0.089, -0.135, 0.023], [-2.297, -0.061, -0.509], [-0.486, 0.948, 2.145], [0.424, -1.538, -1.821], [0.266, -1.790, 2.240], [0.665, -1.781, 1.221], [1.727, -0.866, 0.920], [2.114, -0.242, 1.726], [-3.220, -1.484, 0.181], [-3.277, 1.380, 0.047], [-2.755, -0.064, -2.279], [0.883, 1.009, 3.373], [-1.044, 2.693, 2.194], [-1.761, 0.004, 3.081], [2.108, -2.261, -1.881], [0.309, -0.811, -3.495], [-0.653, -3.028, -1.803], [0.640, -2.746, 0.706], [2.489, -1.123, 0.181], [-4.277, -1.385, -0.107], [-3.151, -1.496, 1.276], [-2.835, -2.433, -0.210], [-4.310, 1.253, -0.312], [-2.860, 2.296, -0.396], [-3.305, 1.470, 1.138], [-3.851, 0.018, -2.350], [-2.448, -0.983, -2.790], [-2.308, 0.808, -2.777], [0.506, 1.447, 4.309], [1.700, 1.638, 2.994], [1.263, 0.002, 3.589], [-1.547, 2.883, 3.158], [-1.734, 2.927, 1.375], [-0.170, 3.357, 2.116], [-1.774, 0.385, 4.112], [-1.496, -1.061, 3.099], [-2.760, 0.124, 2.645], [2.181, -2.930, -2.751], [2.319, -2.838, -0.973], [2.848, -1.456, -1.989], [0.475, -1.619, -4.226], [1.088, -0.043, -3.616], [-0.672, -0.359, -3.678], [-0.288, -3.740, -2.557], [-1.698, -2.784, -2.031], [-0.610, -3.514, -0.818], [-3.870, -6.433, -1.061], [-4.470, -7.476, -0.322], [-3.646, -8.375, 0.356], [-2.250, -8.259, 0.287], [-1.671, -7.236, -0.478], [-2.475, -6.332, -1.169], [-4.594, -5.439, -1.665], [-5.541, -5.619, -1.555], [-5.556, -7.556, -0.280], [-4.096, -9.175, 0.946], [-1.617, -8.965, 0.825], [-0.586, -7.136, -0.541], [-2.057, -5.538, -1.786], [4.954, 2.382, 0.463], [3.706, 1.539, 0.524], [3.046, 1.370, -0.755], [1.496, 1.705, -1.546], [1.948, 3.166, -2.006], [2.873, 4.158, -1.475], [2.479, 4.763, -0.139], [-0.233, 2.369, -1.230], [-0.828, 3.438, -2.001], [-1.154, 4.622, -1.124], [5.649, 2.048, -0.318], [5.517, 2.274, 1.400], [4.730, 3.442, 0.350], [4.003, 0.537, 0.848], [3.017, 1.948, 1.265], [3.869, 3.704, -1.450], [2.839, 4.928, -2.265], [2.247, 4.026, 0.655], [3.335, 5.369, 0.198], [1.643, 5.467, -0.251], [-0.128, 3.750, -2.789], [-1.742, 3.078, -2.522], [-0.337, 4.863, -0.446], [-1.349, 5.492, -1.754], [-2.041, 4.439, -0.523]],
  "mulliken_spin": [1.95, 0.12, -0.07, -0.12, 0.04, 0.25, 0.09, 0.03, 0.05, 0.04, 0.03, 0.02, 0.03, 0.00, 0.01, 0.03, 0.02, 0.02, 0.01, 0.01, -0.01, -0.01, 0.01, -0.01, 0.00, 0.00, 0.00, 0.00, 0.00, -0.01, 0.00, 0.00, 0.00, 0.00, 0.00, 0.00, 0.00, 0.00, 0.00, 0.00, 0.00, -0.02, 0.00, 0.00, 0.00, -0.01, 0.27, 0.10, 0.04, 0.26, 0.06, 0.08, 0.17, -0.01, 0.00, 0.00, 0.00, 0.00, 0.02, 0.06, -0.01, 0.41, 0.61, 0.09, 0.02, 0.00, 0.24, 0.03, 0.05, 0.00, 0.00, 0.00, 0.01, 0.00, 0.00, 0.00, 0.01, 0.00, 0.00, 0.00, 0.00, 0.00, 0.01, 0.00],
  "homo_energy_ev": [-17.825, -20.203],
  "multiplicity": 6,
  "charge": 4,
  "e_tot_ev": -72835.0765,
  "largest_force_ev_per_a": 3.54,
  "e_lumo_ev": [-11.06, -14.97]
}